Formula: C46H60N4SiW
Source: the Open Molecules 2025 dataset
Level of theory: wB97M-V/def2-TZVPD

Values from the calculation:
- ⟨S²⟩: 2.02
- Electronic energy: -2363.98523 hartree
- Multiplicity: 3
- Net charge: +2
- E_HOMO (alpha / beta): -13.161 / -13.583 eV

Element x y z (Å)
W 0.146 0.471 0.467
C -2.350 -1.781 -2.510
C -3.563 -0.888 -2.442
C -3.415 0.269 -3.444
C -4.000 -0.293 -1.102
C -5.385 -0.093 -1.076
C -6.016 0.594 -0.070
C -5.235 1.182 0.903
C -3.852 1.031 0.950
C -3.188 1.931 1.980
C -2.436 1.234 3.105
C -2.476 3.059 1.225
C -3.231 0.207 -0.025
N -1.835 -0.325 0.161
C -1.820 -1.625 0.208
C -0.690 -2.538 0.202
C -1.030 -3.866 0.518
C -0.102 -4.880 0.479
C 1.204 -4.584 0.099
C 1.570 -3.294 -0.234
C 0.640 -2.252 -0.190
N 1.040 -0.934 -0.532
C 2.194 -0.861 -1.471
C 2.064 -1.457 -2.740
C 3.162 -1.460 -3.599
C 4.377 -0.922 -3.241
C 4.500 -0.356 -1.988
C 3.439 -0.314 -1.091
C 3.743 0.351 0.231
C 2.948 1.640 0.324
C 3.695 -0.609 1.411
C 0.815 -2.124 -3.280
C 0.258 -1.308 -4.450
C 1.065 -3.573 -3.710
H -2.238 -2.154 -3.526
H -2.409 -2.653 -1.858
H -1.451 -1.218 -2.268
H -4.415 -1.485 -2.769
H -2.695 1.013 -3.088
H -4.357 0.794 -3.597
H -3.065 -0.098 -4.411
H -5.969 -0.500 -1.892
H -7.092 0.706 -0.064
H -5.708 1.786 1.667
H -4.018 2.431 2.479
H -1.653 0.567 2.762
H -3.137 0.634 3.685
H -1.984 1.968 3.776
H -1.774 2.689 0.467
H -1.940 3.733 1.897
H -3.208 3.642 0.665
H -2.792 -2.112 0.239
H -2.056 -4.086 0.793
H -0.386 -5.893 0.727
H 1.949 -5.369 0.065
H 2.588 -3.081 -0.527
H 3.055 -1.916 -4.574
H 5.219 -0.951 -3.921
H 5.451 0.062 -1.681
H 4.779 0.686 0.153
H 1.843 1.464 0.260
H 3.096 2.260 -0.561
H 3.082 2.222 1.235
H 2.702 -1.020 1.576
H 4.015 -0.112 2.325
H 4.378 -1.440 1.225
H 0.078 -2.168 -2.488
H 0.995 -1.233 -5.251
H 0.002 -0.285 -4.157
H -0.633 -1.771 -4.874
H 1.748 -3.638 -4.557
H 0.126 -4.036 -4.018
H 1.484 -4.166 -2.896
N -0.301 1.619 -1.429
C 0.426 2.835 -1.811
C 0.524 3.889 -0.922
C 1.238 5.022 -1.286
C 1.857 5.088 -2.526
C 1.754 4.023 -3.409
C 1.033 2.891 -3.056
H -1.305 1.763 -1.534
H -0.070 0.908 -2.123
H 0.044 3.840 0.046
H 1.310 5.855 -0.598
H 2.418 5.971 -2.804
H 2.231 4.074 -4.379
H 0.951 2.061 -3.749
C -1.629 -2.073 3.404
Si 0.136 -1.440 3.563
C 1.393 -2.802 3.377
C 0.234 -0.727 5.286
N 0.480 -0.109 2.374
C 1.034 1.077 2.887
C 0.487 2.250 2.371
C 0.991 3.523 2.659
C 2.049 3.618 3.534
C 2.597 2.454 4.086
C 2.120 1.202 3.768
H -1.646 -3.166 3.417
H -2.199 -1.737 2.542
H -2.180 -1.729 4.282
H 1.015 -3.720 3.835
H 2.314 -2.533 3.902
H 1.652 -3.028 2.345
H -0.301 -1.432 5.932
H -0.270 0.237 5.385
H 1.241 -0.632 5.689
H -0.469 2.174 1.838
H 0.533 4.408 2.237
H 2.449 4.584 3.813
H 3.425 2.538 4.779
H 2.587 0.322 4.189

***

Formula: C46H60N6O4Ta
Source: the Open Molecules 2025 dataset
Level of theory: wB97M-V/def2-TZVPD

Values from the calculation:
- Electronic energy: -2475.34828 hartree
- Relative energy (zero: lowest compared OMol25 entry of this formula, charge and spin): 0.711 eV
- Multiplicity: 1
- Net charge: +1
- E_HOMO: -10.923 eV

Element x y z (Å)
Ta -0.884 1.461 -0.522
C -1.280 4.260 -2.796
N -2.079 3.057 -2.515
C -3.441 3.434 -2.117
C -2.142 2.220 -3.711
C -0.858 1.450 -3.899
N -0.616 0.455 -2.835
C 0.770 -0.088 -3.038
C 1.795 -0.034 -1.931
C 2.676 -1.093 -1.832
C 3.730 -1.079 -0.928
C 3.917 0.086 -0.199
C 3.062 1.188 -0.254
C 1.941 1.079 -1.096
O 0.857 1.919 -1.009
C 3.487 2.497 0.441
C 4.064 3.396 -0.669
C 4.579 2.253 1.489
C 2.364 3.264 1.158
C 4.640 -2.296 -0.805
C 5.574 -2.193 0.403
C 5.493 -2.409 -2.079
C 3.782 -3.564 -0.646
C -1.628 -0.631 -2.977
C -1.842 -1.511 -1.781
C -1.541 -2.860 -1.837
C -1.852 -3.696 -0.776
C -2.567 -3.136 0.279
C -2.915 -1.792 0.371
C -2.453 -0.953 -0.658
O -2.449 0.423 -0.589
C -3.880 -1.315 1.468
C -3.311 -0.183 2.333
C -5.161 -0.831 0.766
C -4.258 -2.452 2.422
C -1.474 -5.172 -0.747
C -0.752 -5.610 -2.023
C -0.537 -5.411 0.448
C -2.742 -6.026 -0.594
H -1.604 4.730 -3.730
H -0.222 4.010 -2.870
H -1.399 4.986 -1.997
H -3.963 3.945 -2.933
H -3.406 4.099 -1.257
H -4.000 2.540 -1.840
H -2.315 2.826 -4.609
H -2.995 1.552 -3.610
H -0.023 2.151 -3.895
H -0.880 0.951 -4.874
H 1.207 0.456 -3.878
H 0.692 -1.129 -3.354
H 2.519 -1.957 -2.467
H 4.760 0.140 0.471
H 4.857 2.876 -1.208
H 4.475 4.313 -0.241
H 3.287 3.668 -1.386
H 5.514 1.926 1.035
H 4.264 1.512 2.228
H 4.782 3.187 2.013
H 1.558 3.541 0.486
H 2.775 4.184 1.578
H 1.957 2.675 1.982
H 6.251 -1.341 0.318
H 6.185 -3.093 0.464
H 5.000 -2.104 1.328
H 6.161 -1.550 -2.172
H 4.868 -2.452 -2.972
H 6.101 -3.314 -2.042
H 3.021 -3.411 0.119
H 4.414 -4.404 -0.352
H 3.285 -3.835 -1.579
H -1.369 -1.245 -3.844
H -2.587 -0.166 -3.187
H -1.059 -3.242 -2.728
H -2.863 -3.791 1.086
H -3.113 0.711 1.751
H -2.387 -0.505 2.817
H -4.027 0.080 3.114
H -4.962 0.046 0.148
H -5.919 -0.565 1.505
H -5.564 -1.620 0.128
H -3.380 -2.855 2.930
H -4.773 -3.259 1.900
H -4.938 -2.065 3.182
H 0.187 -5.068 -2.155
H -1.378 -5.466 -2.906
H -0.516 -6.672 -1.955
H 0.322 -4.739 0.402
H -0.175 -6.441 0.437
H -1.051 -5.242 1.395
H -3.442 -5.823 -1.406
H -3.248 -5.830 0.352
H -2.483 -7.086 -0.621
O 1.303 -1.585 1.193
C 0.630 -0.596 1.096
O -0.077 -0.235 0.060
C 0.472 0.360 2.249
C 1.179 0.119 3.434
C 0.971 0.953 4.493
C 0.021 1.990 4.383
C -0.271 2.861 5.456
C -1.212 3.840 5.326
C -1.939 3.958 4.126
C -1.691 3.123 3.073
C -0.674 2.147 3.151
N -0.387 1.345 2.083
H 1.866 -0.715 3.457
H 1.503 0.815 5.425
H 0.263 2.728 6.389
H -1.431 4.500 6.154
H -2.708 4.715 4.038
H -2.295 3.167 2.183
N -1.334 3.295 0.069
C -1.308 4.457 0.345
N -1.328 5.653 0.540
C -1.099 6.630 1.382
N -0.923 7.531 2.080

***

Formula: C46H61IN4OP3SiTeTi
Source: the Open Molecules 2025 dataset
Level of theory: wB97M-V/def2-TZVPD

Values from the calculation:
- ⟨S²⟩: 0.78
- Electronic energy: -4812.37046 hartree
- Relative energy (zero: lowest compared OMol25 entry of this formula, charge and spin): 0.000 eV
- Multiplicity: 2
- Net charge: 0
- E_HOMO (alpha / beta): -6.737 / -6.762 eV

Element x y z (Å)
Ti 12.043 11.760 13.361
C 10.549 11.464 6.649
C 11.061 12.431 7.680
C 11.019 13.879 7.086
P 10.207 12.249 9.308
C 8.514 13.026 9.203
C 7.646 12.522 10.339
C 7.693 13.082 7.890
C 9.921 10.407 9.362
C 8.801 9.864 8.669
C 8.441 8.552 8.877
C 9.153 7.727 9.750
C 10.306 8.254 10.349
C 10.711 9.593 10.203
Si 12.194 10.312 11.204
C 13.196 8.766 11.733
C 13.656 7.843 10.761
C 14.230 6.620 11.090
C 14.294 6.245 12.438
C 13.847 7.108 13.400
C 13.398 8.379 13.083
P 12.924 9.543 14.367
C 14.345 9.418 15.502
C 15.483 10.217 14.956
C 14.118 9.597 16.958
C 11.565 8.644 15.206
C 10.915 9.537 16.259
C 10.493 8.149 14.217
C 13.344 11.181 9.951
C 13.640 10.650 8.723
C 14.381 11.329 7.746
C 14.754 12.650 7.988
C 14.575 13.198 9.269
C 13.906 12.481 10.238
P 13.885 12.919 12.025
C 13.077 14.567 12.274
C 13.735 15.435 13.357
C 12.864 15.340 10.985
C 15.617 13.080 12.506
C 16.501 11.890 12.027
C 16.303 14.414 12.096
H 10.921 11.631 5.646
H 9.465 11.556 6.572
H 10.808 10.391 6.777
H 12.104 12.243 7.985
H 9.980 14.161 6.831
H 11.537 13.855 6.134
H 11.494 14.560 7.771
H 8.752 14.057 9.389
H 7.384 11.461 10.207
H 6.663 13.046 10.399
H 8.120 12.604 11.314
H 7.647 12.122 7.443
H 8.078 13.780 7.112
H 6.645 13.387 7.999
H 8.213 10.433 7.973
H 7.582 8.085 8.341
H 8.907 6.718 10.022
H 10.858 7.617 10.961
H 13.478 8.041 9.705
H 14.428 5.864 10.295
H 14.588 5.267 12.694
H 13.888 6.704 14.381
H 14.614 8.355 15.436
H 15.308 11.293 15.101
H 15.676 9.980 13.874
H 16.378 10.003 15.563
H 13.801 10.628 17.098
H 15.050 9.396 17.538
H 13.363 8.879 17.302
H 11.998 7.804 15.629
H 10.238 8.980 16.949
H 11.671 10.108 16.839
H 10.301 10.306 15.726
H 10.525 8.602 13.203
H 9.431 8.384 14.470
H 10.425 7.091 14.021
H 13.211 9.671 8.433
H 14.565 10.931 6.684
H 15.241 13.183 7.184
H 15.120 14.129 9.487
H 12.103 14.374 12.667
H 13.962 16.435 13.061
H 14.588 14.954 13.760
H 13.000 15.487 14.143
H 13.777 15.594 10.506
H 12.315 16.272 11.090
H 12.323 14.707 10.264
H 15.550 13.038 13.615
H 16.681 11.837 10.940
H 16.190 10.911 12.338
H 17.512 12.019 12.425
H 16.733 14.355 11.084
H 17.110 14.723 12.781
H 15.645 15.273 12.116
Te 12.493 12.968 15.549
O 9.503 15.609 11.477
C 9.683 14.723 12.164
I 6.127 10.543 15.611
C 7.711 10.715 14.316
C 7.789 10.083 13.080
N 8.930 10.473 12.545
N 9.622 11.261 13.360
C 8.893 11.419 14.465
H 7.143 9.333 12.655
H 9.414 10.159 11.689
H 9.282 12.098 15.174
N 8.538 20.794 16.464
C 8.464 19.707 16.102
C 8.349 18.369 15.509
C 7.276 18.046 14.657
C 7.168 16.778 14.182
N 7.964 15.829 14.658
C 9.055 16.126 15.373
C 9.269 17.397 15.820
H 6.613 18.828 14.450
H 6.416 16.423 13.497
H 9.767 15.308 15.580
H 10.165 17.663 16.384

***

Formula: C46H62F7O8
Source: the Open Molecules 2025 dataset
Level of theory: wB97M-V/def2-TZVPD

Values from the calculation:
- Electronic energy: -3090.79524 hartree
- Multiplicity: 1
- Net charge: -1
- E_HOMO: -2.752 eV

Element x y z (Å)
C 1.773 1.580 -0.027
O 1.906 1.841 -1.438
O 2.430 2.737 0.382
C 0.402 1.034 0.379
F -0.546 1.717 -0.226
F 0.323 -0.279 0.078
F 0.084 1.146 1.654
C 1.755 0.686 -2.358
C 2.221 1.069 -3.775
H 1.986 2.120 -3.944
H 3.283 0.905 -3.956
H 1.630 0.582 -4.551
H 0.694 0.442 -2.317
H 2.394 -0.126 -2.010
H 2.488 0.819 0.287
F -6.767 9.199 4.200
C -6.337 7.971 4.611
C -5.175 7.451 3.973
C -4.718 6.213 4.390
C -5.341 5.602 5.498
C -6.514 6.087 6.083
C -6.963 7.399 5.690
H -4.767 7.879 3.069
H -3.871 5.804 3.859
H -4.937 4.681 5.893
H -6.791 5.464 6.920
H -7.761 7.931 6.189
F -6.914 0.677 -10.222
C -5.898 0.588 -9.353
C -6.036 0.211 -8.025
C -4.953 -0.151 -7.298
C -3.707 -0.064 -7.893
C -3.532 0.319 -9.198
C -4.610 0.628 -9.991
H -6.990 0.115 -7.529
H -5.061 -0.346 -6.242
H -2.871 -0.410 -7.303
H -2.540 0.287 -9.623
H -4.508 0.899 -11.032
F -3.442 -8.653 -4.456
C -3.250 -8.100 -3.252
C -3.484 -6.757 -3.027
C -3.224 -6.129 -1.771
C -2.736 -6.928 -0.712
C -2.493 -8.287 -0.931
C -2.759 -8.883 -2.158
H -3.807 -6.193 -3.889
H -3.299 -5.059 -1.639
H -2.613 -6.464 0.256
H -2.132 -8.983 -0.188
H -2.427 -9.869 -2.448
F 6.507 -7.296 0.768
C 5.805 -7.002 -0.371
C 4.459 -6.511 -0.255
C 3.771 -6.255 -1.422
C 4.394 -6.552 -2.696
C 5.746 -6.892 -2.797
C 6.484 -7.128 -1.602
H 4.006 -6.502 0.726
H 2.773 -5.842 -1.408
H 3.783 -6.504 -3.585
H 6.232 -6.997 -3.755
H 7.491 -7.516 -1.615
C 4.147 7.184 6.463
C 5.504 6.709 5.993
O 5.918 6.835 4.833
C 6.334 6.220 7.230
H 3.576 6.434 7.010
H 3.619 7.546 5.581
H 4.182 8.036 7.142
H 7.182 6.840 7.521
H 6.732 5.213 7.106
H 5.791 6.337 8.168
C 1.373 6.623 -7.899
C 0.312 6.627 -6.790
O 0.821 6.768 -5.696
C -1.171 6.113 -7.043
H 2.332 6.316 -7.479
H 1.438 7.637 -8.293
H 1.097 6.007 -8.755
H -1.953 6.850 -6.859
H -1.239 5.262 -6.366
H -1.225 5.681 -8.043
C 9.452 0.696 -4.394
C 8.520 0.624 -3.204
O 8.019 1.634 -2.802
C 8.410 -0.689 -2.430
H 10.315 0.069 -4.171
H 9.712 1.664 -4.824
H 8.865 0.150 -5.133
H 7.782 -0.537 -1.553
H 9.399 -0.996 -2.089
H 7.986 -1.451 -3.083
C -10.240 -0.236 0.710
C -8.781 0.308 0.751
O -8.235 1.019 -0.076
C -8.111 -0.016 2.143
H -10.204 -1.299 0.471
H -10.790 0.296 -0.066
H -10.645 -0.105 1.714
H -7.043 -0.185 2.006
H -8.543 -0.846 2.703
H -8.164 0.794 2.871
C -1.081 -4.828 6.307
C -2.462 -5.528 6.456
O -3.454 -4.921 6.061
C -2.592 -6.873 7.101
H -1.042 -4.398 5.306
H -0.268 -5.537 6.464
H -1.048 -3.959 6.964
H -1.810 -7.562 6.782
H -3.562 -7.319 6.883
H -2.624 -6.831 8.190
C 5.307 -1.250 6.009
C 4.468 -0.785 7.234
O 4.088 -1.534 8.076
C 4.124 0.687 7.344
H 5.931 -0.447 5.616
H 4.559 -1.434 5.238
H 6.007 -2.085 6.020
H 3.789 0.972 6.347
H 4.953 1.290 7.716
H 3.192 0.808 7.896